46
Properties=species:S:1:pos:R:3:forces:R:3:lowdin_charge:R:1 method="wB97M-V/def2-TZVPD" smiles="CC[C@@H](Oc1ccc(Br)cc1)C(=O)N1CCN(c2ncccn2)CC1" e_homo_ev=-8.40 orbital_gap_ev=9.0
O 2.254941 1.173224 0.464073 0.0 0.2 0.0 -0.0333
N -4.516237 1.052846 0.042930 0.2 0.1 0.2 0.1230
C 2.608294 1.107526 -3.122147 0.0 -0.1 -0.1 -0.1229
C 3.701600 -0.094958 1.986384 -0.2 0.3 0.0 -0.1807
H -1.323260 -1.371836 -0.970897 0.0 -0.1 0.0 0.1335
C 2.705283 -0.250352 -3.381979 0.0 -0.2 -0.2 -0.6900
C -5.632756 -0.954180 -1.394899 -0.2 0.2 0.0 -0.1366
H -0.307410 -2.567426 0.980025 -0.2 0.1 0.0 0.1284
H -0.006135 1.547943 1.332607 -0.1 0.0 -0.1 0.1299
N 0.041603 -0.539327 1.194705 -0.1 -0.2 0.0 -0.0239
C -0.482321 0.743885 0.769490 -0.1 0.4 -0.1 -0.1111
C -1.869248 -1.446876 -0.020852 0.1 -0.3 0.0 -0.1246
H -0.276943 0.906375 -0.296400 0.0 0.1 0.1 0.1334
H 2.641042 1.821291 -3.930530 0.0 0.0 -0.1 0.1026
H 5.617748 0.726547 2.530200 0.1 0.0 0.0 0.0730
C 2.427387 0.617714 -0.764314 0.0 0.0 -0.5 -0.2646
C -5.743377 1.183027 -0.421240 -0.2 -0.2 -0.2 -0.1380
H -6.031914 -1.787197 -1.960418 -0.1 0.0 -0.1 0.1074
C 2.666023 -1.172203 -2.353241 0.0 0.1 -0.3 -0.1134
C -0.890925 -1.655249 1.123682 0.0 -0.3 -0.1 -0.1059
C -1.989239 0.789128 0.999698 0.2 0.3 0.1 -0.1251
C 2.469990 1.534451 -1.819397 0.0 -0.1 0.3 0.0015
H 2.500286 -1.481085 -0.261181 0.0 -0.1 0.1 0.1104
C 1.290395 -0.792376 1.636345 -0.1 0.3 0.0 -0.4338
C -3.885016 -0.095338 -0.243446 -0.4 0.1 -0.2 -0.3650
H 2.743177 -2.227505 -2.564909 0.0 -0.1 0.0 0.1052
C 2.527648 -0.742213 -1.044474 0.0 0.1 0.3 -0.0025
H 4.245273 1.594293 3.221297 0.0 0.1 0.1 0.0752
C 4.607991 1.077673 2.335220 -0.1 -0.1 -0.1 -0.0864
H -2.207210 0.654406 2.067549 0.0 0.1 0.0 0.1333
C 2.285720 0.379558 1.640811 0.4 -0.3 0.4 -0.2338
N -2.630237 -0.241566 0.218584 0.2 0.0 0.1 -0.0629
H -2.563857 -2.285424 -0.097064 0.2 0.0 0.0 0.1173
H 4.117978 -0.639339 1.137968 -0.1 -0.1 0.0 0.1143
H 2.391227 2.585173 -1.589360 0.0 0.1 0.0 0.1221
H -6.233342 2.119131 -0.182543 -0.1 0.0 0.0 0.1070
H 1.957365 1.077570 2.425326 0.0 -0.1 -0.1 0.1649
O 1.613551 -1.896300 2.038562 0.2 -0.2 0.1 0.0627
H 3.626834 -0.788228 2.824234 0.0 0.0 -0.1 0.1193
H 4.641447 1.787846 1.511816 0.1 0.1 0.0 0.0740
Br 2.893458 -0.851993 -5.180750 0.0 0.1 0.2 0.7121
H -1.433711 -1.749615 2.071165 0.0 -0.1 -0.1 0.1382
H -2.395654 1.754704 0.692614 0.2 -0.1 0.1 0.1176
N -4.400944 -1.109574 -0.952338 0.3 -0.2 0.0 0.1251
C -6.376259 0.194540 -1.161596 0.0 0.0 0.0 -0.0677
H -7.380267 0.311309 -1.531309 -0.1 0.0 0.0 0.0908